Record 1
Computed, not measured: a structure of composition C21H26IN3Sn at a distorted geometry, with ωB97M-V/def2-TZVPD.

Element x y z (Å)
C1 3.473 4.275 -0.270
C2 4.629 3.340 -0.618
H1 3.230 4.922 -1.117
H2 3.764 4.921 0.563
H3 2.543 3.761 0.015
H4 4.368 2.549 -1.319
H5 5.427 3.939 -1.075
H6 5.053 2.876 0.283
C3 -2.407 1.298 -1.770
C4 -3.624 1.263 -2.440
C5 -3.891 0.223 -3.340
C6 -2.904 -0.728 -3.516
H7 -2.167 2.098 -1.066
H8 -4.346 2.047 -2.254
H9 -4.842 0.166 -3.875
H10 -3.071 -1.570 -4.168
N1 -1.420 0.408 -1.974
C7 -1.671 -0.609 -2.845
C8 -0.594 -1.576 -2.996
N2 0.550 -1.284 -2.323
C9 1.550 -2.190 -2.329
C10 0.265 -3.696 -3.726
C11 1.441 -3.398 -3.019
H11 2.451 -1.929 -1.772
H12 2.277 -4.094 -2.993
C12 -0.758 -2.765 -3.706
H13 -1.713 -2.929 -4.196
H14 0.142 -4.632 -4.275
Sn1 0.615 0.550 -0.799
I1 -0.097 3.354 0.175
C13 -1.745 1.370 2.994
N3 -0.449 1.126 3.550
C14 -0.386 0.918 4.957
C15 0.643 0.665 2.724
C16 0.378 -0.699 2.139
C17 0.480 -1.775 3.036
C18 0.047 -3.037 2.666
C19 -0.535 -3.202 1.406
C20 -0.604 -2.127 0.501
C21 -0.010 -0.911 0.816
H15 -2.352 1.845 3.782
H16 -2.274 0.449 2.675
H17 -1.671 2.051 2.125
H18 -0.758 -0.077 5.261
H19 0.654 1.016 5.293
H20 -1.017 1.668 5.449
H21 0.824 1.429 1.943
H22 1.535 0.613 3.370
H23 0.876 -1.580 4.027
H24 0.130 -3.872 3.360
H25 -0.938 -4.163 1.116
H26 -1.102 -2.295 -0.448

The value obtained for the HOMO energy (spin up / spin down) is -14.7506 / -14.5413 eV. The HOMO-LUMO gap (spin up / spin down) comes out at 6.008 / 5.757 eV. Its total charge is +2. The largest force on an atom comes out at 1.8 eV/Å.

Record 2
Computed, not measured: a structure of composition C49H41P2RuSiTe at a distorted geometry, with ωB97M-V/def2-TZVPD.

Element x y z (Å)
Ru1 -0.326 0.308 -0.274
C1 -0.463 -1.259 2.881
Si1 -0.160 0.454 2.156
C2 -1.349 1.851 2.554
C3 -1.928 1.992 3.815
C4 -2.706 3.104 4.107
C5 -2.885 4.098 3.156
C6 -2.305 3.978 1.901
C7 -1.563 2.845 1.590
P1 -0.758 2.642 -0.030
C8 0.483 3.948 -0.054
C9 0.785 4.619 -1.241
C10 1.735 5.627 -1.232
C11 2.401 5.949 -0.055
C12 2.108 5.276 1.125
C13 1.153 4.274 1.129
C14 -1.851 3.041 -1.433
C15 -2.545 4.246 -1.541
C16 -3.274 4.525 -2.686
C17 -3.294 3.631 -3.747
C18 -2.582 2.443 -3.666
C19 -1.869 2.155 -2.515
C20 1.633 1.021 2.294
C21 2.057 1.837 3.341
C22 3.395 2.186 3.460
C23 4.325 1.719 2.541
C24 3.922 0.897 1.499
C25 2.574 0.565 1.363
P2 1.994 -0.488 0.002
C26 1.832 0.573 -1.487
C27 1.127 -0.024 -2.559
C28 1.079 0.602 -3.794
C29 1.732 1.816 -3.969
C30 2.412 2.419 -2.911
C31 2.448 1.820 -1.666
C32 3.412 -1.557 -0.367
C33 4.216 -1.336 -1.484
C34 5.397 -2.049 -1.613
C35 5.759 -2.989 -0.657
C36 4.939 -3.226 0.440
C37 3.760 -2.516 0.586
H1 -0.122 -1.295 3.919
H2 0.096 -2.013 2.326
H3 -1.520 -1.531 2.863
H4 -1.764 1.237 4.576
H5 -3.158 3.204 5.086
H6 -3.474 4.975 3.390
H7 -2.428 4.771 1.176
H8 0.261 4.377 -2.156
H9 1.949 6.170 -2.143
H10 3.144 6.736 -0.055
H11 2.611 5.542 2.045
H12 0.906 3.764 2.051
H13 -2.504 4.981 -0.749
H14 -3.813 5.460 -2.758
H15 -3.847 3.871 -4.646
H16 -2.572 1.754 -4.502
H17 -1.277 1.247 -2.484
H18 1.345 2.189 4.080
H19 3.715 2.813 4.282
H20 5.369 1.986 2.638
H21 4.651 0.514 0.796
H22 0.718 -1.027 -2.442
H23 0.561 0.135 -4.622
H24 1.720 2.292 -4.941
H25 2.925 3.358 -3.066
H26 2.983 2.283 -0.846
H27 3.942 -0.610 -2.239
H28 6.038 -1.867 -2.465
H29 6.679 -3.546 -0.773
H30 5.218 -3.967 1.176
H31 3.118 -2.699 1.440
Te1 -2.767 -0.630 0.062
C38 -4.227 0.926 0.156
C39 -4.545 1.475 1.390
C40 -5.582 2.395 1.464
C41 -6.287 2.748 0.323
C42 -5.963 2.176 -0.902
C43 -4.933 1.254 -0.992
C44 -4.321 -2.128 -0.037
C45 -4.732 -2.590 -1.273
C46 -5.804 -3.473 -1.302
C47 -6.411 -3.876 -0.121
C48 -5.967 -3.393 1.103
C49 -4.901 -2.506 1.160
H32 -4.012 1.188 2.288
H33 -5.845 2.822 2.423
H34 -7.099 3.459 0.393
H35 -6.525 2.431 -1.791
H36 -4.697 0.803 -1.947
H37 -4.254 -2.276 -2.191
H38 -6.154 -3.843 -2.256
H39 -7.236 -4.574 -0.152
H40 -6.443 -3.705 2.023
H41 -4.560 -2.120 2.112

The value obtained for the HOMO energy (spin up / spin down) is -16.1190 / -16.0353 eV. The HOMO-LUMO gap (spin up / spin down) comes out at 5.383 / 5.176 eV. Its total charge is +3. The largest force on an atom comes out at 2.5 eV/Å.

Record 3
Computed, not measured: an isolated molecule of C4H6N2O at a distorted geometry, with ωB97M-V/def2-TZVPD.

Element x y z (Å)
C1 0.415 -0.681 -0.287
C2 0.175 0.964 1.279
C3 -1.112 0.940 -0.740
C4 1.235 -1.853 -0.138
N1 -0.477 -0.256 -1.074
N2 -0.923 1.392 0.651
O1 0.830 1.344 2.187
H1 -0.856 1.739 -1.438
H2 -2.151 0.716 -0.870
H3 1.032 -2.571 -1.026
H4 0.817 -2.272 0.744
H5 2.390 -1.750 -0.010
H6 -1.374 2.286 0.722

The value obtained for the HOMO energy (spin up / spin down) is -7.8635 / -7.8638 eV. The HOMO-LUMO gap (spin up / spin down) comes out at 8.731 / 8.732 eV. Its total charge is 0. The value obtained for the energy relative to the best compared isomer or geometry (same formula, charge and spin) is 75.6 kcal per mole. The largest force on an atom comes out at 5.3 eV/Å.

Record 4
Computed, not measured: a cluster of 11 separate species, C2H26O10 in total at a distorted geometry, with ωB97M-V/def2-TZVPD.

Element x y z (Å)
C1 0.217 1.197 1.775
C2 0.014 0.177 0.721
H1 1.227 1.598 1.852
H2 -0.200 0.888 2.725
H3 -0.325 2.152 1.532
H4 0.693 -0.689 0.669
H5 -0.980 -0.227 0.584
H6 0.217 0.618 -0.324
H7 1.355 1.049 -2.381
H8 0.108 0.735 -2.920
O1 0.490 1.568 -2.569
H9 0.417 -2.073 -2.357
H10 -0.817 -1.459 -1.860
O2 0.049 -1.197 -2.213
H11 2.830 -1.286 0.753
H12 2.598 0.134 1.162
O3 3.030 -0.359 0.457
H13 -0.669 -2.708 1.044
H14 -0.540 -1.954 2.299
O4 -0.102 -2.682 1.838
H15 -1.801 1.137 -1.115
H16 -2.759 0.791 0.000
O5 -2.519 0.486 -0.897
H17 3.390 1.534 -1.907
H18 3.004 0.278 -1.057
O6 2.899 0.701 -1.952
H19 -0.201 2.190 -1.437
H20 -1.258 3.365 -1.296
O7 -0.946 2.593 -0.795
H21 2.490 -3.551 0.582
H22 1.399 -3.012 1.485
O8 2.309 -2.823 1.188
H23 -2.214 -1.211 -0.563
H24 -2.837 -2.674 -0.523
O9 -2.028 -2.157 -0.384
H25 -2.490 2.046 2.605
H26 -2.943 2.833 1.423
O10 -3.108 1.990 1.856

The value obtained for the HOMO energy (spin up / spin down) is -14.5375 / -14.4061 eV. The HOMO-LUMO gap (spin up / spin down) comes out at 11.632 / 4.071 eV. The spin multiplicity is 2. Its total charge is +1. The largest force on an atom comes out at 2.5 eV/Å.